1.
{"formula": "C6H21N10O8Pb", "method": "wB97M-V/def2-TZVPD", "s_squared": 0.759, "total_charge": 2, "multiplicity": 2, "energy_ha": -1583.01563, "species": ["Pb", "O", "C", "O", "O", "H", "C", "O", "N", "N", "H", "H", "H", "H", "C", "O", "N", "N", "H", "H", "H", "H", "C", "O", "N", "N", "H", "H", "H", "H", "C", "O", "N", "N", "H", "H", "H", "H", "C", "O", "N", "N", "H", "H", "H", "H"], "xyz": [[-2.695, 2.010, 3.460], [0.309, 0.546, 0.482], [-0.424, 1.060, 1.528], [-0.344, 0.580, 2.688], [-1.245, 2.004, 1.383], [0.607, -0.271, 0.889], [-1.575, 2.295, -2.079], [-1.445, 2.016, -3.248], [-2.636, 2.302, -1.353], [-0.710, 2.729, -1.259], [-2.516, 2.621, -0.402], [-3.562, 2.326, -1.757], [0.047, 3.192, -1.741], [-0.711, 2.680, -0.250], [0.176, -2.768, -2.139], [-0.506, -3.299, -2.939], [1.232, -3.393, -1.783], [0.016, -1.527, -1.991], [1.961, -2.857, -1.333], [1.346, -4.283, -2.248], [0.730, -1.104, -1.416], [-0.718, -0.993, -2.434], [1.546, -2.311, 2.592], [0.588, -2.294, 1.787], [1.480, -1.457, 3.556], [2.546, -3.090, 2.622], [0.648, -0.885, 3.578], [2.078, -1.624, 4.353], [3.109, -3.175, 3.456], [2.655, -3.793, 1.905], [2.747, 3.558, -1.913], [1.713, 4.258, -1.768], [3.902, 4.035, -2.415], [2.844, 2.279, -1.569], [4.054, 5.018, -2.591], [4.756, 3.505, -2.515], [2.209, 1.724, -1.012], [3.630, 1.758, -1.929], [-3.443, -1.309, 1.581], [-3.356, -0.211, 2.146], [-4.479, -1.529, 0.833], [-2.535, -2.203, 1.419], [-4.591, -2.377, 0.296], [-5.102, -0.755, 0.652], [-1.713, -1.889, 1.914], [-2.624, -3.101, 0.964]], "forces_ev_per_a": [[1.52, -2.48, -2.10], [-1.79, 1.93, 1.58], [0.36, -1.65, 2.15], [-0.06, 0.00, -0.45], [-1.23, 2.06, -1.71], [0.68, -1.51, 0.11], [-2.48, -2.62, -5.21], [0.57, 0.02, 0.28], [-5.87, -0.13, 2.14], [7.24, 2.85, 1.62], [-0.70, -0.46, 0.12], [-0.13, -0.09, -0.13], [1.98, 1.09, 0.13], [-0.16, -0.28, 0.84], [-0.74, -2.01, -3.55], [-4.82, -3.44, -3.17], [4.33, -1.31, 3.18], [0.68, 6.95, 3.41], [0.34, -0.90, -0.09], [0.42, 0.24, 0.32], [-0.59, 0.88, -0.18], [0.35, -0.48, 0.04], [-4.37, 1.14, -1.44], [0.36, -0.15, -1.67], [0.35, 2.40, 3.45], [3.78, -3.74, -0.84], [0.38, -0.05, 0.34], [-0.36, 0.71, 0.16], [0.07, -0.02, -0.39], [-0.06, 0.02, 0.23], [-0.85, 2.01, 0.05], [0.63, -1.21, 0.05], [0.82, 0.99, -0.56], [0.34, -2.65, 0.28], [-0.65, -0.11, -0.03], [-0.40, -0.22, 0.27], [-0.20, 0.68, -0.26], [-0.12, 0.05, 0.23], [-1.18, 0.23, -2.18], [1.02, 2.87, 2.40], [-3.82, 0.05, -1.62], [3.47, -0.50, 2.06], [-0.05, 0.29, 0.05], [-0.17, -0.47, 0.16], [0.96, -1.31, -0.19], [0.16, 0.32, 0.14]]}

***

2.
{"formula": "C6H21N5P", "method": "wB97M-V/def2-TZVPD", "total_charge": 1, "energy_ha": -856.07777, "de_lowest_kj_mol": 201.5, "species": ["C", "C", "C", "C", "C", "C", "N", "N", "N", "N", "N", "P", "H", "H", "H", "H", "H", "H", "H", "H", "H", "H", "H", "H", "H", "H", "H", "H", "H", "H", "H", "H", "H"], "xyz": [[-2.687, 0.946, 0.010], [-0.812, 2.120, 1.153], [-0.963, -0.276, -2.437], [-0.045, -2.360, -1.386], [1.713, -0.564, 1.957], [2.299, 0.539, -0.448], [3.572, 0.503, -0.126], [-1.227, -1.226, 1.468], [-1.262, 1.147, 0.199], [-0.699, -1.030, -1.181], [1.140, -0.322, 0.691], [-0.469, -0.323, 0.325], [-3.315, 1.693, -0.592], [-2.899, -0.060, -0.359], [-3.210, 1.011, 1.002], [-0.792, 3.114, 0.720], [-1.435, 2.010, 2.048], [0.266, 2.120, 1.462], [-2.009, -0.408, -2.807], [-0.752, 0.728, -2.370], [-0.236, -0.566, -3.166], [0.748, -2.474, -0.645], [-0.794, -3.170, -1.470], [0.507, -2.355, -2.311], [2.885, -0.398, 1.853], [1.483, 0.236, 2.633], [1.497, -1.477, 2.381], [1.847, 1.535, -0.135], [2.046, 0.260, -1.483], [3.823, 1.165, 0.626], [4.252, -0.259, -0.364], [-1.185, -2.276, 1.460], [-2.106, -0.772, 1.628]], "forces_ev_per_a": [[-2.47, 1.05, 0.79], [0.69, 1.28, 0.99], [-1.00, -1.99, 0.38], [-0.58, 0.60, 0.12], [3.18, 2.86, -0.26], [-3.94, 1.66, 0.26], [2.92, -0.34, 1.45], [0.64, -0.79, -0.03], [1.43, -1.89, -0.67], [0.73, 0.42, -0.20], [-0.96, 0.26, -2.92], [1.95, -0.99, -1.59], [1.65, -0.77, 0.35], [0.12, 0.27, -0.27], [0.40, -0.13, -0.43], [-1.00, 0.36, 0.00], [0.20, 0.69, 0.09], [-0.83, -1.16, -0.33], [0.89, -0.07, 0.22], [0.05, 2.53, 0.80], [0.14, -0.77, -0.69], [-0.45, -0.52, 0.34], [0.52, 0.28, 0.47], [0.04, 0.16, -0.56], [-2.19, -0.95, 0.13], [-0.44, 0.33, 0.88], [-0.33, -2.08, 0.82], [0.77, -1.13, -1.04], [-0.22, -0.38, 0.76], [0.38, -1.03, -0.85], [-1.26, 1.21, 0.35], [-0.29, 1.75, 0.06], [-0.73, -0.69, 0.57]]}

***

3.
{"formula": "C6H21NO4", "method": "wB97M-V/def2-TZVPD", "smiles": "CCCN(C)CCO.O.O.O", "energy_ha": -596.85730, "de_lowest_kj_mol": 186.5, "species": ["C", "C", "C", "N", "C", "C", "C", "O", "H", "H", "H", "H", "H", "H", "H", "H", "H", "H", "H", "H", "H", "H", "H", "O", "H", "H", "O", "H", "H", "O", "H", "H"], "xyz": [[2.492, 0.894, 1.559], [0.995, 0.785, 1.499], [0.471, 1.569, 0.214], [-0.799, 0.994, -0.229], [-1.849, 1.462, 0.691], [-1.020, 1.278, -1.671], [-0.797, -0.075, -2.401], [-1.549, -1.101, -1.714], [2.705, 1.958, 1.747], [2.940, 0.329, 2.335], [2.894, 0.598, 0.536], [0.426, 1.287, 2.374], [0.524, -0.207, 1.444], [1.349, 1.433, -0.479], [0.300, 2.592, 0.506], [-2.823, 1.435, 0.164], [-1.709, 2.541, 0.861], [-1.885, 0.877, 1.605], [-0.360, 2.052, -2.026], [-2.074, 1.607, -1.792], [-1.142, -0.056, -3.449], [0.273, -0.212, -2.443], [-1.645, -0.691, -0.840], [1.043, -2.088, 0.413], [0.381, -2.783, 0.487], [0.519, -1.304, 0.202], [-0.570, -2.604, 2.936], [-0.937, -1.882, 2.419], [0.098, -3.128, 2.495], [0.647, -2.592, -2.871], [1.259, -2.715, -2.128], [-0.156, -2.253, -2.443]], "forces_ev_per_a": [[-0.19, 0.59, -1.46], [-2.84, 1.63, 0.34], [1.45, -2.15, 1.22], [0.38, 0.47, -0.29], [-0.56, 0.66, -1.54], [-1.47, -1.06, 0.45], [-0.99, 1.23, -0.36], [0.73, 0.71, -0.50], [0.32, -0.31, -0.23], [0.46, -0.67, 0.63], [-0.12, 0.29, 1.43], [1.31, -0.80, -0.91], [0.80, 0.34, 0.30], [-1.45, 0.41, -0.07], [0.35, 0.79, -0.27], [0.35, -0.47, 0.43], [0.04, -0.17, 0.57], [0.05, 0.16, 0.07], [0.24, 0.29, -0.25], [0.57, -0.12, -0.13], [0.04, 0.11, 0.45], [0.36, -0.69, 0.28], [0.11, -0.42, 0.24], [-0.07, -0.27, -0.23], [0.03, -0.10, -0.25], [0.05, -0.08, -0.26], [-0.67, -0.17, 1.10], [0.56, -0.33, -0.39], [0.06, 0.52, -0.45], [0.16, -0.11, 0.41], [-0.20, 0.04, -0.27], [0.12, -0.32, -0.06]]}

***

4.
{"formula": "C6H21NO5", "method": "wB97M-V/def2-TZVPD", "s_squared": 0.764, "total_charge": -1, "multiplicity": 2, "energy_ha": -672.01800, "de_lowest_kj_mol": 263.4, "species": ["C", "C", "C", "C", "C", "C", "N", "H", "H", "H", "H", "H", "H", "H", "H", "H", "H", "H", "H", "H", "O", "H", "H", "O", "H", "H", "O", "H", "H", "O", "H", "H", "O"], "xyz": [[1.660, 0.433, 1.452], [1.187, 1.375, 0.330], [0.899, 0.996, -1.136], [1.371, 1.850, -2.082], [-0.703, -0.179, -2.550], [0.074, -0.129, -1.441], [2.498, -0.721, 0.980], [1.962, 1.115, 2.285], [0.783, -0.160, 1.891], [1.915, 2.203, 0.231], [0.365, 2.058, 0.684], [2.130, 2.615, -1.711], [1.278, 1.851, -3.038], [-0.898, -1.253, -2.931], [-1.084, 0.655, -3.178], [0.348, -1.051, -0.748], [3.424, -0.430, 1.230], [2.542, -0.623, -0.034], [-0.741, -1.790, 1.612], [-1.856, -0.837, 1.721], [-1.746, -1.714, 1.437], [1.764, -2.988, 2.300], [0.829, -2.438, 1.277], [0.896, -3.142, 1.894], [-2.477, 0.571, -1.232], [-1.679, 1.841, -1.368], [-2.339, 1.452, -0.882], [-2.156, -1.678, -0.339], [-3.539, -1.819, -0.754], [-2.664, -2.001, -1.047], [-1.573, 1.674, 2.459], [-1.323, 1.120, 0.892], [-1.145, 1.143, 1.796]], "forces_ev_per_a": [[-3.23, -1.46, -0.06], [0.36, 2.21, -0.53], [-0.35, -1.34, 1.48], [2.37, 2.71, 6.02], [-0.87, -3.10, -2.20], [2.01, -0.32, 2.14], [0.77, 1.57, 0.24], [0.71, -1.03, -0.53], [0.74, 1.43, -0.46], [0.58, -0.59, 0.08], [0.54, -1.17, -0.08], [-1.07, -0.75, -0.51], [-0.98, -0.60, -6.02], [-0.26, 2.00, 0.41], [0.75, -0.53, 0.63], [-1.19, 1.43, -1.47], [0.96, -0.37, 0.20], [-0.33, -0.12, -0.17], [-2.55, -0.27, -0.31], [-0.52, 2.39, 0.67], [2.92, -1.90, 0.26], [-0.37, 0.11, -0.30], [0.49, 0.97, -1.21], [0.24, -1.14, 1.30], [0.49, -0.40, -0.47], [2.65, 1.11, -1.97], [-3.26, -0.47, 2.79], [1.57, 0.48, 1.69], [-1.23, 0.01, 0.23], [-0.76, -0.81, -2.20], [-0.80, 0.48, -0.96], [-1.61, 1.00, -2.62], [1.23, -1.56, 3.93]]}

***

5.
{"formula": "C6H21NO9P2S", "method": "wB97M-V/def2-TZVPD", "smiles": "CS(=O)(=O)C(=O)O[C@@H]([PH2]=O)P(N)O.CO.CO.CO", "energy_ha": -2053.73725, "species": ["C", "S", "O", "O", "C", "O", "O", "C", "P", "O", "P", "N", "O", "H", "H", "H", "H", "H", "H", "H", "H", "H", "C", "O", "H", "H", "H", "H", "C", "O", "H", "H", "H", "H", "C", "O", "H", "H", "H", "H"], "xyz": [[-0.503, -0.124, 0.313], [-0.220, 1.161, -1.019], [0.718, 2.314, -0.489], [0.631, 0.445, -2.140], [-1.772, 1.843, -1.814], [-2.025, 1.435, -3.088], [-2.718, 2.803, -1.226], [-3.651, 2.168, -0.282], [-4.416, 3.479, 0.936], [-4.193, 4.970, 0.459], [-5.136, 1.274, -1.083], [-5.018, -0.472, -0.589], [-5.055, 1.405, -2.846], [-1.630, -0.436, 0.309], [-0.211, 0.342, 1.356], [0.187, -1.066, 0.112], [-3.080, 1.389, 0.380], [-5.866, 3.260, 0.960], [-3.971, 3.252, 2.299], [-5.601, -0.971, -1.317], [-5.539, -0.552, 0.330], [-4.539, 0.591, -3.144], [3.466, -1.898, 0.187], [2.206, -1.816, -0.452], [3.315, -1.918, 1.269], [3.975, -2.814, -0.124], [4.068, -1.026, -0.078], [2.372, -1.800, -1.410], [6.470, 0.962, 0.028], [6.294, -0.092, 0.956], [5.796, 1.781, 0.288], [7.503, 1.316, 0.070], [6.236, 0.606, -0.978], [6.904, -0.804, 0.700], [0.741, -3.495, 2.213], [0.894, -4.070, 0.929], [0.319, -4.243, 2.889], [1.716, -3.176, 2.589], [0.064, -2.639, 2.152], [1.269, -3.384, 0.351]], "forces_ev_per_a": [[-0.87, -0.71, 1.25], [9.46, 0.57, -1.75], [-4.71, -3.41, -0.99], [-4.33, 1.85, 3.52], [-4.98, -0.88, -7.64], [2.26, 2.73, 9.04], [2.02, -2.54, -0.04], [1.56, -1.57, 0.78], [-0.08, 5.07, -1.94], [-0.26, -4.50, 1.43], [-2.22, 0.51, -1.30], [-0.49, 0.75, -0.82], [1.42, -2.70, 2.98], [2.08, 0.53, -0.03], [-0.64, -0.65, -2.31], [-1.29, 2.30, -0.09], [-0.94, 1.24, -0.92], [1.33, -0.58, 0.09], [-0.09, -0.39, -0.97], [0.78, 0.50, 1.20], [0.64, 0.19, -1.56], [-0.56, 1.64, 0.02], [0.46, 0.11, -0.06], [-0.44, -0.23, -0.49], [-0.02, 0.04, -0.20], [0.16, 0.02, 0.17], [0.09, -0.13, 0.23], [-0.36, 0.15, 0.45], [0.14, -0.04, -0.11], [0.18, -0.59, 0.14], [0.08, -0.20, 0.02], [-0.05, 0.20, -0.18], [0.03, 0.26, -0.13], [-0.37, 0.38, 0.24], [0.15, -0.06, -0.38], [-0.01, 0.00, -0.15], [0.06, 0.09, -0.14], [-0.09, 0.10, 0.28], [-0.05, 0.11, 0.30], [-0.04, -0.19, 0.04]]}

***

6.
{"formula": "C6H21NO9P3S2", "method": "wB97M-V/def2-TZVPD", "total_charge": 1, "energy_ha": -2793.42506, "species": ["C", "C", "C", "N", "S", "P", "O", "O", "O", "P", "O", "O", "S", "H", "H", "H", "H", "H", "H", "H", "H", "H", "H", "H", "H", "C", "O", "P", "O", "O", "C", "O", "C", "H", "H", "H", "H", "H", "H", "H", "H", "H"], "xyz": [[0.843, -1.241, -1.850], [2.144, -1.012, -1.037], [1.821, -0.646, 0.427], [1.516, -1.884, 1.199], [2.124, -1.887, 2.727], [3.296, -3.684, 3.052], [2.631, -4.700, 2.252], [4.742, -3.387, 2.500], [3.440, -3.991, 4.569], [0.327, -1.949, 4.011], [0.291, -0.687, 4.971], [0.316, -3.286, 4.876], [-1.172, -1.931, 2.823], [0.872, -0.735, -2.813], [-0.036, -0.871, -1.319], [0.717, -2.314, -2.003], [2.685, -1.968, -1.008], [2.809, -0.283, -1.493], [2.591, -0.017, 0.878], [0.898, -0.063, 0.384], [1.728, -2.746, 0.697], [4.680, -2.859, 1.690], [2.592, -4.243, 4.974], [0.537, 0.081, 4.428], [-0.212, -3.921, 4.361], [-1.558, 4.524, -4.093], [-2.034, 4.300, -2.762], [-1.577, 2.891, -2.060], [-0.204, 2.666, -2.568], [-2.703, 1.997, -2.838], [-4.015, 2.521, -3.106], [-1.551, 1.847, -0.767], [-2.583, 1.933, 0.235], [-2.157, 5.334, -4.505], [-0.516, 4.831, -4.078], [-1.680, 3.633, -4.709], [-4.076, 2.825, -4.150], [-4.259, 3.369, -2.472], [-4.741, 1.728, -2.929], [-3.555, 1.664, -0.184], [-2.632, 2.933, 0.666], [-2.338, 1.228, 1.026]], "forces_ev_per_a": [[0.37, -0.12, 0.13], [-0.53, -0.60, 0.43], [-0.42, 0.55, -1.13], [1.00, -0.24, 0.29], [0.52, 1.40, 0.71], [0.44, -2.53, -1.53], [-0.91, 0.23, -0.11], [-0.46, 1.04, 1.03], [0.10, 1.14, 0.12], [-3.90, -0.35, -1.22], [1.71, -0.90, 0.10], [1.34, 0.56, 0.45], [0.58, 0.02, -0.27], [0.03, -0.10, 0.00], [0.06, 0.06, -0.04], [-0.20, 0.10, -0.21], [0.28, 0.22, -0.16], [-0.13, 0.15, 0.12], [0.12, -0.36, 0.22], [0.10, 0.09, 0.34], [-0.38, -0.18, 0.15], [0.44, -0.15, -0.14], [0.10, -0.17, 0.12], [-0.19, 0.32, 0.37], [-0.13, -0.05, 0.16], [0.39, 0.20, -0.40], [-0.82, 0.24, 3.09], [1.87, -3.59, -5.06], [-0.16, 0.28, 0.62], [-0.41, 0.50, 0.69], [0.03, -0.19, -0.18], [-0.79, 2.88, 1.14], [-0.17, -0.16, -0.04], [-0.11, -0.03, 0.19], [0.03, -0.16, 0.03], [0.06, -0.05, 0.09], [-0.02, 0.07, 0.01], [-0.02, 0.03, -0.04], [0.09, -0.07, 0.00], [0.03, 0.01, -0.04], [-0.01, -0.03, 0.05], [0.07, -0.04, -0.07]]}